13 unconnected molecules or ions with the total composition C78H65F13 at a distorted geometry. Source: OMol25; level of theory: ωB97M-V with the def2-TZVPD basis set.

Output
Maximum force ... 5.00 eV/Å
Total energy ... -117262.107 eV
Frontier orbital gap ... 0.34078 Ha
ΔE to the lowest compared entry with this formula, charge and spin ... 5.1513 eV
LUMO energy ... 0.2 eV

Last column: Löwdin charge in e.
Geometry (Å):
F  3.31931  1.63350  -6.20554  0.05
F  6.32586  -3.95710  4.10528  0.04
F  -1.93665  -0.73580  1.79195  0.03
F  -5.85109  -5.74922  2.67035  0.02
F  1.14391  -3.12107  -6.13574  0.05
F  4.82728  2.60549  3.11296  0.06
F  -1.97426  -3.40086  6.66348  0.06
F  -5.87534  5.30347  6.70915  0.09
F  10.82577  0.91589  -0.42278  0.07
F  -5.18513  5.83109  -0.68924  0.07
F  -0.56141  6.63091  2.49252  0.06
F  0.33849  -6.40347  -1.72282  0.05
F  -3.70653  -4.47442  -4.41190  0.04
C  -1.15157  7.72708  4.43912  0.00
C  3.51629  3.58838  4.80417  -0.02
C  -4.24071  6.24489  -1.53387  -0.29
C  3.54209  -8.19976  -1.73214  -0.09
C  -1.69448  -4.53362  8.70552  -0.01
C  9.26329  2.57870  -0.96887  -0.01
C  1.16768  -5.41911  -6.63226  -0.02
C  -0.03989  -0.00731  -1.16427  -0.07
C  0.19696  9.99044  3.57395  -0.07
C  -6.99244  -2.66185  0.76485  -0.10
C  1.97491  -3.81856  -8.20472  -0.03
C  7.24843  1.95489  -2.11058  -0.11
C  -4.08340  1.82380  5.60952  -0.07
C  1.99137  -6.12041  -8.84464  -0.08
C  1.40052  -6.41453  -7.58682  -0.07
C  0.58489  1.63551  0.45619  -0.06
C  3.31395  3.16814  -9.58392  -0.09
C  -7.79432  -3.27497  -0.17476  -0.10
C  1.52648  1.89745  -7.87248  -0.03
C  -6.51822  -4.87814  1.80352  -0.23
C  4.78422  5.00702  3.32133  0.01
C  4.33685  3.71251  3.69249  -0.28
C  -3.44177  -2.09158  -7.10293  -0.06
C  4.77154  -2.68584  2.83680  -0.03
C  -2.23573  -5.31397  9.78234  -0.06
C  -3.35484  -3.26616  -6.32560  -0.03
C  2.73849  -4.43046  3.70008  -0.07
C  -4.37773  2.79751  4.65290  -0.09
C  1.09771  -8.28922  -0.50494  -0.03
C  4.18638  6.16858  3.91356  -0.07
C  -5.35357  4.15708  6.34963  -0.34
C  7.66934  0.63660  -2.21460  -0.08
C  -2.50736  -4.16379  7.63251  -0.28
C  3.48361  -2.49966  2.35846  -0.07
C  -5.10490  3.21621  7.31963  -0.02
C  -0.39539  1.05429  1.34463  -0.03
C  -3.00401  5.52239  -1.50823  0.00
C  -4.12286  -2.01656  -4.41352  0.00
C  -1.01701  8.81757  5.32160  -0.09
C  3.74746  2.67927  -8.34961  -0.02
C  -3.75113  -3.25875  -5.03680  -0.26
C  0.69271  1.15007  -0.83926  -0.10
C  -0.97471  -0.60515  -0.27877  0.01
C  -1.11888  0.00992  0.98856  -0.30
C  9.65353  1.25344  -0.97854  -0.29
C  -3.55396  -5.75908  9.71138  -0.12
C  -3.25949  7.92010  -2.95682  -0.08
C  -2.05690  7.20952  -2.99792  -0.09
C  -4.11020  -0.81570  -5.11733  -0.09
C  8.05631  2.94241  -1.56895  -0.08
C  3.27655  5.96427  4.89814  -0.14
C  -8.00269  -4.65369  -0.07134  -0.06
C  4.08482  -4.58122  4.18590  -0.01
C  1.13503  2.37699  -9.08258  -0.12
C  -7.36717  -5.45504  0.91900  -0.03
C  2.99362  4.73727  5.41500  -0.09
C  -4.99856  3.95172  5.06243  -0.04
C  -6.45129  -3.45992  1.76067  -0.02
C  2.27215  -4.78096  -9.17854  -0.07
C  -3.84386  -4.64913  7.57303  0.00
C  2.10996  -9.12581  -0.11972  -0.10
C  -4.32169  -5.41542  8.64949  -0.11
C  -0.35299  9.89819  4.86080  -0.13
C  -0.52957  7.77018  3.18963  -0.30
C  1.96148  3.07246  -9.95254  -0.08
C  8.84373  0.31214  -1.58845  -0.03
C  -4.37491  7.35542  -2.32406  -0.03
C  2.58014  -7.23536  -2.03726  0.00
C  -1.93843  6.01036  -2.26958  -0.08
C  1.40546  -4.13730  -6.99495  -0.31
C  2.44901  -3.40301  2.77762  -0.08
C  -4.45851  2.02641  6.99441  -0.05
C  2.88620  2.00002  -7.43321  -0.23
C  -3.75290  -0.89589  -6.44308  -0.12
C  0.01608  8.93926  2.69415  -0.02
C  3.30480  -9.10316  -0.75300  -0.12
C  5.04990  -3.73646  3.70085  -0.30
C  1.32887  -7.27131  -1.40315  -0.26
H  4.38082  7.17737  3.58049  0.10
H  -0.28399  10.78939  5.46692  0.10
H  -4.33109  0.11002  -4.60678  0.11
H  -8.64386  -5.17030  -0.77022  0.10
H  2.22949  -6.95191  -9.49141  0.09
H  -1.43964  8.80673  6.31542  0.11
H  -1.73345  6.86884  4.74118  0.11
H  4.07307  3.60707  -10.21438  0.10
H  -1.49255  -1.51725  -0.53627  0.11
H  7.67863  3.94512  -1.70428  0.10
H  0.69354  10.91830  3.33128  0.10
H  3.21672  2.63253  5.20791  0.11
H  -3.02349  -4.19214  -6.77189  0.12
H  1.42072  1.52357  -1.54416  0.10
H  -4.13163  1.26994  7.69249  0.10
H  2.24337  4.51315  6.15882  0.11
H  -5.81502  -2.93697  2.45931  0.11
H  5.40234  5.03648  2.43620  0.10
H  -1.63611  -5.52360  10.65577  0.10
H  0.09572  -0.42028  -2.15294  0.10
H  5.57686  -2.00128  2.61489  0.11
H  -0.59947  1.49631  2.30866  0.12
H  -1.29455  7.52565  -3.69455  0.10
H  -5.30655  -5.81241  8.45246  0.10
H  0.14398  -8.34103  -0.00086  0.12
H  -0.65307  -4.25481  8.76969  0.11
H  -5.31993  7.86139  -2.19245  0.11
H  1.14391  2.54528  0.61813  0.10
H  1.66447  3.56690  -10.86562  0.10
H  0.89774  1.33015  -7.20221  0.11
H  3.15856  -1.60890  1.84145  0.10
H  -6.90006  -1.58733  0.70777  0.11
H  -5.44336  3.32870  8.33903  0.11
H  2.78903  6.78918  5.39639  0.10
H  -2.88446  4.69378  -0.82595  0.11
H  0.37353  8.86581  1.67768  0.12
H  -3.53479  0.93469  5.33587  0.09
H  4.81356  2.69526  -8.17762  0.10
H  2.29810  -2.78860  -8.23831  0.11
H  9.81441  3.36326  -0.47174  0.11
H  9.08565  -0.72091  -1.38676  0.12
H  -3.59261  -0.00785  -7.03645  0.10
H  -1.04276  5.40694  -2.26305  0.10
H  4.06107  -9.87183  -0.69301  0.11
H  4.51790  -8.21877  -2.19454  0.11
H  4.34733  -5.40666  4.83098  0.11
H  2.78133  -4.50567  -10.09033  0.10
H  1.85531  -9.95750  0.52048  0.11
H  -3.93710  -6.41592  10.47830  0.10
H  1.40082  -3.37387  2.51905  0.09
H  -5.31618  4.63419  4.28800  0.12
H  2.86325  -6.41691  -2.68255  0.11
H  0.70532  -5.65754  -5.68581  0.12
H  -4.43777  -2.02099  -3.38046  0.10
H  -3.42768  8.63438  -3.74923  0.10
H  -4.09345  2.67862  3.61779  0.10
H  1.19729  -7.45818  -7.39735  0.10
H  -8.37321  -2.68136  -0.86679  0.10
H  -4.41217  -4.44662  6.67726  0.11
H  -3.15109  -2.10005  -8.14304  0.10
H  6.96583  -0.05455  -2.65483  0.11
H  6.33458  2.24703  -2.60649  0.10
H  1.91097  -5.07377  3.96038  0.09
H  -7.64293  -6.48827  1.07003  0.12
H  0.07381  2.25895  -9.24466  0.10

Forces on the atoms, in the same order (eV/Å):
-0.41 -0.08 -0.89
-0.16 0.33 -0.14
0.13 1.22 0.52
-0.75 1.97 -0.70
0.09 -0.27 -0.09
0.00 0.22 -0.26
-0.31 -0.13 -0.09
-0.97 1.45 0.37
-0.10 -0.29 0.14
-0.69 0.03 -0.12
0.05 -0.02 -0.78
0.58 -0.26 0.14
-0.28 1.13 0.36
0.36 0.36 0.50
-0.31 0.24 0.10
3.04 -1.16 0.05
-0.19 1.58 -0.51
-0.80 -0.69 1.27
-0.34 0.94 0.02
-0.92 -1.57 -0.17
-1.17 -0.38 0.39
-0.81 -0.10 0.51
-0.64 -0.93 0.08
0.58 0.45 -0.38
0.12 0.31 -1.18
-0.28 0.50 1.44
-0.59 0.63 0.99
0.95 0.36 -1.08
-1.49 -0.31 -0.71
-0.79 -0.42 0.68
-0.68 -1.14 0.08
2.82 -1.24 2.63
-0.01 0.88 0.11
-1.37 -0.30 -0.30
0.55 1.82 1.29
0.32 -0.10 1.82
0.04 0.22 -0.02
0.02 1.02 -1.60
-0.12 0.39 -2.20
1.66 1.14 -0.74
0.49 -1.13 0.97
-1.05 1.11 0.77
1.21 -1.87 -1.46
0.69 -1.02 0.65
-0.85 1.08 0.77
-0.79 -1.27 1.14
-1.63 -1.02 1.23
0.24 -1.46 0.94
2.01 3.14 0.80
-0.89 1.53 -0.28
-0.07 -1.68 0.27
-0.67 -1.66 -0.88
-0.07 -1.33 0.88
-0.29 1.42 1.24
-0.31 -1.35 1.06
1.82 1.73 -0.62
-0.99 -4.17 -2.59
-0.76 0.99 -0.50
1.15 -0.18 1.12
-0.15 -1.79 -1.31
-0.68 -0.48 0.27
0.31 -1.55 0.35
-0.30 -0.98 -0.18
-0.85 1.31 1.76
0.50 -0.38 0.45
-1.96 -0.39 -0.81
-1.21 0.66 -0.62
-1.28 0.21 -1.17
-0.13 -2.43 -0.94
-0.53 0.47 -1.88
2.20 -0.23 1.11
-0.21 -0.59 1.40
1.89 0.67 0.42
-1.07 -1.43 0.30
-0.76 0.49 -2.78
1.05 2.01 -0.49
-1.32 0.24 1.75
1.48 0.07 0.48
0.81 -1.50 0.78
-0.32 0.74 1.28
-0.15 0.64 0.12
-0.66 0.04 0.31
0.34 0.66 -0.16
1.37 -0.52 1.02
0.69 0.32 -2.97
-0.67 2.04 -2.67
0.60 0.22 -1.87
0.86 -0.88 -0.25
1.33 -1.28 -0.55
-0.19 -0.28 0.10
1.10 -0.51 -0.76
0.30 -0.12 -0.19
0.17 0.00 0.27
-0.03 0.03 -0.12
-0.19 0.10 -0.03
-0.04 0.12 -0.22
-0.13 -0.10 -0.04
0.20 -0.27 -0.09
-0.17 0.17 -0.18
-0.10 0.07 0.06
0.43 0.29 0.56
0.01 -0.09 -0.41
0.15 -0.24 -0.24
-0.03 -0.12 -0.03
-0.06 0.23 0.02
-0.39 0.13 0.31
0.08 0.62 0.35
0.13 -0.18 0.36
0.32 0.35 0.08
0.18 -0.13 -0.12
-0.06 -0.23 -0.06
0.01 0.07 -0.21
0.32 0.07 0.21
0.25 0.07 0.24
-0.22 -0.13 0.59
-0.19 -0.05 -0.10
0.00 0.27 -0.21
-0.14 0.29 -0.55
-0.09 -0.02 0.93
-0.43 -0.31 -0.03
-0.54 0.15 -0.13
0.42 -0.02 -0.43
0.36 0.01 0.48
0.03 0.47 0.07
0.00 0.40 -0.22
-0.06 -0.19 -0.15
0.24 0.48 -0.09
-0.04 -0.11 -0.02
0.08 0.19 0.42
-0.11 0.20 -0.69
0.48 -0.20 -0.02
0.31 -0.24 -0.49
-0.42 0.33 0.03
0.26 0.21 -0.16
-0.06 -0.19 0.82
-0.08 0.29 -0.34
0.07 0.08 0.14
-0.07 0.00 -0.05
0.11 0.11 0.40
-0.10 0.08 0.13
0.09 0.64 -0.54
0.15 0.48 0.15
-0.32 0.02 -0.30
0.07 0.00 0.13
0.06 -0.13 0.15
0.06 0.71 0.45
-0.05 -0.12 -0.04
-0.11 0.02 0.34
0.19 -0.09 -0.34
-0.26 0.01 0.12
-0.01 0.05 0.01
0.39 -0.44 0.02
-0.19 0.04 0.07
0.27 -0.23 0.38
0.19 -0.21 -0.42
-0.10 0.09 -0.57